Entry 1:
ORCA calculation (ωB97M-V/def2-TZVPD) on a molecular structure, C2H2LiNiO2.

Last column: Löwdin spin population.
Cartesian coordinates (Å):
H (-0.126, -0.747, 2.192)  0.25
O (-0.210, -0.974, -1.139)  0.16
C (-0.054, 0.323, -1.007)  0.07
C (0.223, 0.789, 0.337)  0.41
O (-0.426, 0.254, 1.332)  0.12
Ni (1.039, 0.145, -2.920)  0.95
Li (-1.494, -1.272, 0.654)  0.03
H (1.048, 1.482, 0.550)  0.02

2S+1 = 3
ΔE to the lowest compared entry with this formula, charge and spin = 60.8 kcal/mol
Frontier orbital gap (spin up / spin down) = 7.207 / 6.955 eV
Electronic energy = -47437.03733 eV
Charge = +1
Highest occupied orbital energy (spin up / spin down) = -0.4539 / -0.4628 hartree

---

Entry 2:
ORCA calculation (ωB97M-V/def2-TZVPD) on a gas-phase ion, C30H29N2O (charge +1).

Last column: natural (NBO) charge in e.
Cartesian coordinates (Å):
C (-2.776, -0.974, 5.867)  -0.64
C (-2.285, -0.964, 4.452)  0.00
C (-2.323, -2.117, 3.658)  -0.20
C (-1.880, -2.088, 2.334)  -0.23
C (-1.319, -0.920, 1.797)  0.01
C (-0.572, -1.030, 0.446)  -0.08
C (-0.023, 0.304, -0.054)  -0.09
C (-0.828, 1.432, -0.249)  -0.22
C (-0.276, 2.617, -0.750)  -0.21
C (1.055, 2.621, -1.178)  0.31
O (1.576, 3.714, -1.882)  -0.51
C (2.316, 4.666, -1.182)  0.28
C (3.515, 5.108, -1.759)  -0.26
C (4.352, 5.940, -1.016)  -0.19
C (3.955, 6.399, 0.244)  -0.23
C (2.720, 6.007, 0.776)  -0.20
C (1.895, 5.123, 0.070)  -0.24
C (1.884, 1.515, -0.955)  -0.26
C (1.342, 0.398, -0.334)  -0.18
N (-1.378, -1.742, -0.518)  -0.37
C (-2.736, -1.280, -0.776)  -0.23
C (-3.602, -2.507, -0.965)  -0.43
C (-3.137, -3.312, -2.149)  -0.22
N (-1.683, -3.261, -2.248)  -0.52
C (-0.863, -2.557, -1.471)  0.57
C (0.585, -2.730, -1.796)  -0.09
C (1.129, -4.030, -1.818)  -0.21
C (2.417, -4.225, -2.317)  -0.20
C (3.185, -3.140, -2.754)  -0.17
C (2.636, -1.853, -2.756)  -0.20
C (1.313, -1.665, -2.352)  -0.19
C (-1.320, 0.248, 2.577)  -0.23
C (-1.772, 0.208, 3.898)  -0.19
H (-3.179, 0.004, 6.146)  0.23
H (-3.559, -1.721, 6.021)  0.22
H (-1.967, -1.201, 6.572)  0.23
H (-2.699, -3.050, 4.080)  0.22
H (-1.913, -3.004, 1.736)  0.20
H (0.296, -1.684, 0.620)  0.23
H (-1.882, 1.415, 0.054)  0.22
H (-0.877, 3.529, -0.795)  0.23
H (3.778, 4.758, -2.757)  0.23
H (5.318, 6.238, -1.431)  0.22
H (4.605, 7.063, 0.816)  0.22
H (2.387, 6.380, 1.746)  0.22
H (0.937, 4.786, 0.475)  0.21
H (2.935, 1.530, -1.261)  0.24
H (1.980, -0.459, -0.107)  0.22
H (-3.078, -0.656, 0.051)  0.25
H (-2.723, -0.669, -1.699)  0.21
H (-3.541, -3.128, -0.062)  0.22
H (-4.646, -2.207, -1.097)  0.25
H (-3.432, -4.362, -2.052)  0.23
H (-3.543, -2.900, -3.079)  0.22
H (-1.246, -3.771, -3.006)  0.43
H (0.524, -4.866, -1.462)  0.23
H (2.822, -5.236, -2.361)  0.24
H (4.207, -3.296, -3.112)  0.24
H (3.223, -0.995, -3.084)  0.24
H (0.822, -0.698, -2.487)  0.24
H (-0.925, 1.185, 2.182)  0.23
H (-1.727, 1.111, 4.511)  0.22

Structure (SMILES) = Cc1ccc([C@H](c2ccc(Oc3ccccc3)cc2)N2CCC[NH+]=C2c2ccccc2)cc1
ΔE to the lowest compared entry with this formula, charge and spin = 0.0 kcal/mol
Frontier orbital gap = 7.726 eV
Electronic energy = -36602.90014 eV
Charge = +1
Highest occupied orbital energy = -0.3922 hartree

---

Summary of largest force on an atom in eV Å⁻¹
4.5 2.2
(order as listed above)